No. 1
ORCA calculation (wB97M-V/def2-TZVPD) on a cluster of 4 separate species, C18H42ClN3O6 in total in a non-equilibrium geometry.

Cartesian coordinates (Å):
N -0.591 0.046 0.128
H -0.255 -0.476 0.924
H -1.580 0.172 -0.030
H -0.167 -0.363 -0.693
H -0.157 0.955 0.045
Cl 0.341 4.517 0.735
O 1.645 4.612 1.278
O 0.031 3.192 0.253
O -0.586 4.947 1.655
O 0.199 5.425 -0.391
C -0.456 -2.962 -1.670
C -0.593 -2.158 -3.070
C -2.043 -2.375 -3.550
C -2.631 -1.284 -4.458
C -2.338 0.168 -3.835
C -0.817 0.480 -3.588
N -0.326 -0.666 -2.792
O 0.944 -0.562 -2.175
C 0.076 0.574 -4.908
C -0.855 1.798 -2.701
C 0.399 -2.724 -4.029
H -1.161 -3.789 -1.760
H -0.798 -2.394 -0.805
H 0.553 -3.307 -1.444
H -2.022 -3.302 -4.123
H -2.596 -2.646 -2.650
H -3.698 -1.462 -4.592
H -2.100 -1.473 -5.392
H -2.838 0.160 -2.866
H -2.680 1.008 -4.438
H -0.020 1.597 -5.271
H 1.098 0.510 -4.534
H 0.045 -0.063 -5.793
H -1.207 2.627 -3.316
H -1.305 1.750 -1.709
H 0.179 2.105 -2.542
H 0.300 -3.782 -4.271
H 1.411 -2.696 -3.624
H 0.462 -2.174 -4.968
H 1.521 -0.514 -2.941
C 2.290 -1.250 1.453
C 1.782 -0.589 2.733
C 2.551 0.769 2.831
C 1.992 1.664 3.838
C 0.499 1.832 3.565
C -0.353 0.563 3.548
N 0.299 -0.362 2.657
O -0.405 -1.473 2.450
C -0.747 0.210 5.013
C -1.649 0.987 2.921
C 2.143 -1.440 4.006
H 2.240 -0.590 0.587
H 1.768 -2.185 1.247
H 3.331 -1.569 1.504
H 3.603 0.517 2.965
H 2.410 1.351 1.921
H 2.540 2.605 3.865
H 2.125 1.238 4.832
H 0.337 2.488 2.710
H 0.223 2.568 4.320
H -1.437 -0.631 5.080
H 0.102 -0.007 5.661
H -1.179 1.060 5.540
H -2.431 0.234 2.819
H -1.992 1.847 3.496
H -1.464 1.466 1.960
H 1.406 -2.237 4.104
H 2.021 -0.928 4.961
H 3.147 -1.863 3.965
H -0.531 -1.745 3.362

Calculated values
HOMO level, eV: -8.36
Frontier orbital gap, eV: 8.45

No. 2
ORCA calculation (wB97M-V/def2-TZVPD) on a structure of composition C18H42CoN6O19S2 in a non-equilibrium geometry.

Cartesian coordinates (Å):
Co -16.239 29.531 -1.241
O -17.078 30.150 0.611
C -18.136 29.219 0.909
C -18.011 27.843 0.161
O -17.368 27.708 -1.094
H -19.057 29.643 0.507
H -18.184 29.119 1.993
H -18.939 27.276 0.075
H -17.489 27.126 0.795
C -20.692 25.146 1.561
N -21.814 24.277 1.934
O -22.297 24.362 3.032
O -22.161 23.456 1.062
H -21.065 25.807 0.780
H -19.751 24.641 1.341
H -20.540 25.704 2.485
C -15.942 32.697 1.851
N -14.776 32.507 2.824
O -13.650 32.689 2.355
O -15.124 32.077 3.967
H -16.892 32.213 2.079
H -15.515 32.363 0.905
H -16.086 33.757 1.642
C -17.419 29.833 4.671
N -16.307 29.054 5.234
O -15.280 29.607 5.485
O -16.430 27.831 5.463
H -17.544 30.748 5.249
H -18.318 29.280 4.398
H -17.005 30.163 3.718
C -13.780 24.890 1.030
C -15.176 24.430 1.505
O -15.162 23.020 1.406
S -14.365 22.565 -0.007
O -15.265 22.848 -1.136
O -13.749 21.233 0.138
O -13.292 23.801 0.144
H -13.296 25.064 1.992
H -13.921 25.813 0.468
H -15.905 24.766 0.766
H -15.519 24.892 2.431
C -18.747 24.458 -1.818
C -19.345 24.763 -3.116
O -19.182 23.631 -3.989
S -19.330 22.355 -3.000
O -18.225 21.476 -3.314
O -20.626 21.747 -3.070
O -19.080 23.169 -1.598
H -19.231 25.015 -1.016
H -17.673 24.634 -1.770
H -18.812 25.600 -3.569
H -20.390 25.072 -3.147
C -13.129 28.904 0.317
O -14.176 29.357 -0.238
N -13.006 28.626 1.594
C -11.723 27.958 1.960
C -14.142 28.735 2.482
H -12.187 28.716 -0.221
H -11.081 27.875 1.083
H -11.794 26.902 2.223
H -11.076 28.360 2.739
H -13.992 28.744 3.562
H -14.747 29.607 2.237
H -14.647 27.774 2.380
C -18.873 29.860 -2.937
O -17.704 30.226 -2.733
N -19.981 30.539 -2.540
C -21.268 29.833 -2.430
C -19.816 31.828 -2.005
H -19.052 28.938 -3.512
H -22.040 30.316 -3.029
H -21.679 29.710 -1.428
H -21.133 28.818 -2.805
H -20.746 32.389 -2.104
H -19.616 31.659 -0.947
H -19.021 32.495 -2.340
C -14.773 28.556 -4.201
O -15.238 28.941 -3.118
N -14.636 27.226 -4.556
C -14.224 26.764 -5.911
C -15.200 26.212 -3.670
H -14.347 29.146 -5.027
H -14.029 27.653 -6.511
H -14.959 26.095 -6.360
H -13.289 26.210 -5.821
H -16.152 25.801 -4.004
H -14.509 25.374 -3.579
H -15.267 26.432 -2.604

Calculated values
Multiplicity: 4
HOMO level (alpha / beta), eV: -7.80 / -7.78
Frontier orbital gap (alpha / beta), eV: 7.80 / 7.77
Expectation value of S²: 3.76

No. 3
ORCA calculation (wB97M-V/def2-TZVPD) on a cluster of 3 separate species, C18H42FNO7P in total.

Cartesian coordinates (Å):
C 4.114 -4.394 4.242
C 2.924 -4.131 3.342
F 2.973 -2.819 2.894
C 1.550 -4.294 4.007
C 0.627 -3.071 3.873
N -0.577 -3.631 4.569
C -0.809 -4.927 3.805
C 0.617 -5.393 3.454
P 0.965 -7.043 4.201
O -0.173 -7.519 5.008
H 3.864 -5.069 5.059
H 4.428 -3.450 4.682
H 4.939 -4.832 3.688
H 2.952 -4.763 2.455
H 1.676 -4.433 5.087
H 0.959 -2.109 4.241
H 0.351 -3.010 2.820
H -1.374 -3.001 4.605
H -0.344 -3.921 5.519
H -1.374 -4.645 2.919
H -1.402 -5.639 4.375
H 0.706 -5.479 2.371
H 2.151 -6.849 4.929
H 1.348 -7.850 3.120
C 2.062 -3.405 -1.103
O 1.180 -2.538 -0.423
C 1.808 -1.419 0.185
C 1.090 -0.112 -0.079
O 1.163 0.362 -1.407
C 0.398 -0.319 -2.399
C -1.106 -0.202 -2.261
O -1.583 -0.953 -1.154
C -2.650 -0.342 -0.463
H 2.611 -4.052 -0.406
H 1.464 -4.030 -1.764
H 2.782 -2.850 -1.710
H 2.848 -1.331 -0.145
H 1.811 -1.588 1.268
H 1.613 0.644 0.513
H 0.060 -0.147 0.282
H 0.705 -1.364 -2.467
H 0.671 0.160 -3.342
H -1.566 -0.596 -3.175
H -1.384 0.853 -2.167
H -2.491 0.735 -0.346
H -2.702 -0.793 0.529
H -3.606 -0.506 -0.971
C 0.122 3.339 -3.252
O -0.722 4.245 -2.575
C -0.044 5.283 -1.889
C -0.678 6.636 -2.121
O -0.533 7.146 -3.432
C -1.320 6.605 -4.479
C -2.789 6.955 -4.429
O -3.466 6.263 -3.395
C -4.467 7.014 -2.746
H 0.552 2.613 -2.553
H -0.486 2.809 -3.986
H 0.926 3.857 -3.784
H 1.009 5.322 -2.190
H -0.081 5.075 -0.811
H -0.137 7.344 -1.488
H -1.721 6.640 -1.797
H -1.183 5.525 -4.571
H -0.920 7.066 -5.384
H -3.233 6.673 -5.394
H -2.897 8.038 -4.307
H -4.143 8.044 -2.563
H -4.663 6.539 -1.785
H -5.397 7.031 -3.326

Calculated values
Total charge: +1
HOMO level, eV: -10.27
Frontier orbital gap, eV: 6.99

No. 4
ORCA calculation (wB97M-V/def2-TZVPD) on a cluster of 3 separate species, C18H42N2O10 in total in a non-equilibrium geometry.

Cartesian coordinates (Å):
O 0.661 -1.481 1.605
C 1.344 -0.919 0.743
C 0.891 0.380 -0.094
O -0.523 0.598 0.007
C -1.155 0.763 -1.282
O -2.444 0.130 -1.210
C -2.310 -1.315 -1.191
C -3.711 -1.877 -0.602
O -3.557 -3.060 0.210
O 2.642 -1.456 0.399
C 2.351 -2.350 -0.732
O 3.530 -2.482 -1.535
H 1.281 0.222 -1.152
H 1.414 1.330 0.294
H -1.240 1.882 -1.494
H -0.596 0.285 -2.154
H -1.497 -1.688 -0.479
H -2.074 -1.756 -2.218
H -4.171 -1.055 0.054
H -4.381 -2.053 -1.507
H -2.632 -3.373 0.200
H 1.491 -1.958 -1.387
H 1.980 -3.322 -0.270
H 3.394 -1.870 -2.289
C -4.297 8.191 -1.956
O -4.358 7.502 -3.196
C -3.411 7.987 -4.149
C -2.356 6.920 -4.437
N -1.473 6.728 -3.286
C -0.591 5.566 -3.412
C -1.255 4.181 -3.435
O -1.878 3.822 -2.206
C -3.221 4.266 -2.073
H -5.118 7.833 -1.331
H -3.357 7.980 -1.438
H -4.413 9.268 -2.100
H -2.951 8.929 -3.834
H -3.966 8.183 -5.072
H -1.760 7.227 -5.301
H -2.881 5.991 -4.690
H -2.037 6.611 -2.452
H 0.089 5.597 -2.555
H 0.029 5.684 -4.308
H -0.458 3.445 -3.587
H -1.943 4.056 -4.277
H -3.745 4.304 -3.032
H -3.251 5.240 -1.583
H -3.745 3.561 -1.423
C 5.336 -3.718 4.647
O 5.003 -5.097 4.635
C 4.092 -5.459 5.673
C 2.748 -5.874 5.076
N 2.042 -4.722 4.517
C 0.861 -5.083 3.731
C 1.096 -5.869 2.433
O 1.781 -5.128 1.429
C 3.198 -5.189 1.512
H 6.112 -3.552 3.897
H 4.470 -3.105 4.382
H 5.726 -3.417 5.623
H 3.971 -4.663 6.415
H 4.525 -6.324 6.185
H 2.132 -6.329 5.858
H 2.944 -6.629 4.306
H 2.676 -4.203 3.920
H 0.363 -4.144 3.468
H 0.164 -5.639 4.368
H 0.111 -6.096 2.011
H 1.578 -6.837 2.606
H 3.554 -6.143 1.909
H 3.577 -4.361 2.114
H 3.599 -5.066 0.503

Calculated values
HOMO level, eV: -8.50
Frontier orbital gap, eV: 8.78
SMILES string: O=C(COCOCCO)OCO.COCCNCCOC.COCCNCCOC

No. 5
ORCA calculation (wB97M-V/def2-TZVPD) on a cluster of 6 separate species, C18H42N6O6 in total in a non-equilibrium geometry.

Cartesian coordinates (Å):
C 0.550 -2.804 -3.211
N 0.210 -4.170 -2.829
C 0.588 -4.564 -1.483
C -0.252 -5.076 -3.718
O -0.593 -6.209 -3.429
H 1.585 -2.666 -2.896
H -0.096 -2.064 -2.746
H 0.528 -2.703 -4.296
H -0.088 -4.142 -0.737
H 0.632 -5.647 -1.420
H 1.592 -4.185 -1.269
H -0.263 -4.665 -4.741
C -1.457 1.708 0.474
N -0.669 0.619 -0.092
C -1.349 -0.648 -0.283
C 0.659 0.728 -0.321
O 1.395 -0.187 -0.664
H -0.796 2.471 0.890
H -2.031 1.334 1.321
H -2.063 2.177 -0.300
H -2.164 -0.540 -0.996
H -0.618 -1.406 -0.555
H -1.747 -1.002 0.679
H 1.019 1.766 -0.217
C 4.578 1.075 1.886
N 4.988 1.445 0.548
C 5.740 2.657 0.369
C 4.552 0.758 -0.537
O 4.913 0.996 -1.670
H 3.897 1.813 2.320
H 5.446 0.931 2.534
H 4.041 0.126 1.862
H 6.811 2.448 0.292
H 5.478 3.088 -0.602
H 5.514 3.445 1.079
H 3.814 -0.028 -0.325
C 3.615 5.552 2.099
N 2.685 5.363 1.008
C 1.940 6.504 0.561
C 2.210 4.124 0.751
O 1.361 3.831 -0.061
H 4.271 6.390 1.852
H 4.213 4.667 2.270
H 3.058 5.862 2.991
H 2.610 7.294 0.216
H 1.357 6.183 -0.300
H 1.305 6.907 1.353
H 2.673 3.357 1.403
C -4.199 -4.189 -3.944
N -4.135 -3.090 -3.017
C -4.003 -3.395 -1.611
C -3.944 -1.827 -3.456
O -3.696 -0.869 -2.764
H -4.973 -4.906 -3.663
H -3.261 -4.754 -3.969
H -4.440 -3.816 -4.936
H -4.618 -4.268 -1.387
H -2.954 -3.509 -1.336
H -4.451 -2.613 -0.996
H -3.978 -1.768 -4.561
C -1.861 -0.351 4.475
N -3.225 -0.211 4.038
C -3.821 -1.349 3.389
C -3.732 1.033 3.826
O -3.179 2.064 4.130
H -1.147 -0.233 3.648
H -1.698 -1.324 4.927
H -1.649 0.479 5.151
H -3.926 -2.177 4.096
H -4.808 -1.134 2.986
H -3.211 -1.717 2.555
H -4.732 1.009 3.363

Calculated values
HOMO level, eV: -8.95
Relative energy (zero: lowest compared OMol25 entry of this formula, charge and spin), kJ/mol: 284.4
Frontier orbital gap, eV: 9.38
SMILES string: CN(C)C=O.CN(C)C=O.CN(C)C=O.CN(C)C=O.CN(C)C=O.CN(C)C=O

No. 6
ORCA calculation (wB97M-V/def2-TZVPD) on a cluster of 6 separate species, C18H42N6O6 in total in a non-equilibrium geometry.

Cartesian coordinates (Å):
C -2.358 -0.624 -0.396
N -2.000 0.763 -0.482
C -1.483 1.540 0.495
C -1.444 3.031 0.202
O -1.047 1.117 1.547
H -1.799 -1.296 -1.051
H -3.434 -0.749 -0.506
H -2.108 -1.092 0.559
H -2.122 1.184 -1.386
H -1.801 3.531 1.102
H -2.051 3.353 -0.644
H -0.418 3.350 0.011
C 0.607 1.852 4.541
N 0.510 2.972 3.610
C 1.382 4.009 3.633
C 1.177 5.059 2.581
O 2.283 4.108 4.453
H 1.189 2.186 5.398
H 1.068 0.984 4.076
H -0.395 1.646 4.914
H -0.060 2.770 2.804
H 1.849 4.882 1.739
H 1.405 6.049 2.968
H 0.154 5.089 2.197
C 4.105 -1.681 1.303
N 2.840 -1.826 1.974
C 1.740 -2.255 1.318
C 0.431 -2.264 2.089
O 1.774 -2.601 0.152
H 4.893 -1.416 2.004
H 4.073 -0.912 0.527
H 4.406 -2.611 0.814
H 2.793 -1.589 2.948
H -0.002 -3.242 1.887
H -0.190 -1.427 1.784
H 0.596 -2.230 3.170
C -5.645 -6.158 1.202
N -5.099 -5.127 2.043
C -4.268 -4.158 1.582
C -3.752 -3.168 2.620
O -3.899 -4.087 0.425
H -5.558 -7.133 1.682
H -5.074 -6.189 0.279
H -6.696 -5.975 0.967
H -5.440 -5.032 2.983
H -2.820 -2.793 2.215
H -3.581 -3.666 3.576
H -4.498 -2.390 2.785
C 0.932 2.470 -5.198
N -0.075 1.567 -4.679
C 0.105 0.241 -4.467
C -1.083 -0.521 -3.889
O 1.186 -0.324 -4.608
H 0.567 2.953 -6.105
H 1.839 1.920 -5.429
H 1.189 3.251 -4.481
H -0.932 2.004 -4.392
H -1.764 0.229 -3.471
H -0.665 -1.100 -3.072
H -1.631 -1.113 -4.613
C 4.768 1.392 -3.726
N 3.490 0.963 -3.173
C 3.267 1.021 -1.840
C 1.868 0.706 -1.365
O 4.152 1.304 -1.044
H 4.939 2.459 -3.604
H 4.805 1.080 -4.767
H 5.566 0.846 -3.218
H 2.759 0.729 -3.834
H 1.849 0.435 -0.316
H 1.297 0.030 -1.995
H 1.335 1.673 -1.408

Calculated values
HOMO level, eV: -9.12
Relative energy (zero: lowest compared OMol25 entry of this formula, charge and spin), kJ/mol: 8.9
Frontier orbital gap, eV: 9.21
SMILES string: CNC(C)=O.CNC(C)=O.CNC(C)=O.CNC(C)=O.CNC(C)=O.CNC(C)=O

Record order is preserved below.
Electronic energy: -48612.8780, -126472.8952, -47165.7760, -42796.2097, -40572.7270, -40575.5815 eV
Record order is preserved below.
Molecular weight: 432.0, 769.6, 434.5, 446.5, 438.6, 438.6 g/mol